# 1
Density functional theory data (the ωB97M-V functional and the def2-TZVPD basis) for a structure of composition C33H36Br2N2OZn at a distorted geometry.

Kohn-Sham gap ... 6.08 eV
LUMO energy ... -1.63 eV
Largest force on an atom ... 3.97 eV/Å
DFT total energy ... -228335.8552 eV

Geometry (Å):
C: 3.963 -2.001 -2.653
N: 3.347 -1.810 -1.349
C: 4.162 -1.705 -0.256
O: 5.349 -2.027 -0.214
C: 3.350 -1.076 0.863
C: 3.819 0.329 1.152
C: 3.896 1.145 -0.124
C: 5.049 1.107 -0.920
C: 5.083 1.741 -2.166
C: 3.977 2.488 -2.593
C: 2.841 2.575 -1.781
C: 2.825 1.948 -0.530
N: 1.997 -1.127 0.325
C: 0.984 -0.503 0.983
C: -0.141 0.101 0.435
C: -1.409 0.094 1.138
C: -2.627 0.052 0.246
C: -3.831 -0.408 0.794
C: -4.981 -0.591 0.035
C: -4.916 -0.432 -1.347
C: -3.705 -0.089 -1.931
C: -2.601 0.294 -1.148
C: 1.918 -1.718 -1.037
C: 1.194 -3.116 -1.183
C: 1.654 -4.017 -0.034
C: 1.546 -3.846 -2.491
C: -0.315 -2.899 -1.177
H: 4.561 -1.111 -2.960
H: 4.649 -2.872 -2.624
H: 3.167 -2.162 -3.394
H: 3.387 -1.739 1.733
H: 3.184 0.809 1.894
H: 4.826 0.246 1.563
H: 5.921 0.548 -0.561
H: 5.979 1.638 -2.792
H: 4.019 3.004 -3.551
H: 1.964 3.136 -2.116
H: 1.961 2.072 0.132
H: 1.099 -0.511 2.078
H: -0.079 0.577 -0.553
H: -1.397 -0.924 1.843
H: -3.870 -0.580 1.878
H: -5.911 -0.835 0.540
H: -5.833 -0.441 -1.950
H: -3.622 -0.057 -3.021
H: -1.735 0.777 -1.632
H: 1.468 -1.015 -1.779
H: 1.406 -3.582 0.943
H: 1.154 -4.998 -0.110
H: 2.741 -4.192 -0.083
H: 1.299 -3.240 -3.386
H: 2.610 -4.149 -2.527
H: 0.949 -4.788 -2.557
H: -0.609 -2.210 -1.978
H: -0.832 -3.853 -1.353
H: -0.656 -2.493 -0.224
Br: -1.075 3.972 -2.561
Zn: -3.254 3.175 -2.573
Br: -5.287 3.982 -1.306
C: -2.145 3.663 2.286
C: -1.250 2.668 1.888
C: -1.708 1.325 2.294
C: -3.057 1.638 2.908
C: -3.304 3.029 2.881
C: -4.485 3.597 3.420
C: -5.403 2.750 4.060
C: -5.139 1.370 4.159
C: -3.981 0.814 3.570
H: -2.046 4.732 2.150
H: -0.361 2.796 1.257
H: -1.044 0.672 3.001
H: -4.718 4.666 3.278
H: -6.359 3.128 4.422
H: -5.832 0.713 4.717
H: -3.784 -0.255 3.657

Results of the Mulliken charge analysis, in e, for atoms 1 through 2: -1.143, 0.874


# 2
Density functional theory data (the ωB97M-V functional and the def2-TZVPD basis) for a structure of composition C33H36F4KN13OS5 at a distorted geometry.

Net charge ... -2
Kohn-Sham gap ... 4.02 eV
ΔE to the lowest compared entry with this formula, charge and spin ... 4.085 eV
LUMO energy ... 3.67 eV
Largest force on an atom ... 1.01 eV/Å
DFT total energy ... -137594.8960 eV

Geometry (Å):
K: 0.008 -0.243 -0.512
C: 1.552 2.066 4.224
N: 0.654 0.400 2.659
C: -0.702 0.940 2.641
C: 0.741 -0.654 3.662
C: 0.053 -1.983 3.267
N: -0.132 -2.171 1.851
C: -0.340 -3.394 1.410
C: -0.732 -3.569 0.033
F: -0.979 -2.445 -0.684
C: -0.936 -4.776 -0.567
F: -1.322 -4.801 -1.870
C: -0.799 -5.989 0.101
C: -0.477 -5.870 1.437
F: -0.350 -7.001 2.176
C: -0.272 -4.670 2.074
F: 0.014 -4.757 3.409
H: 2.315 2.839 4.280
H: 1.723 1.301 4.978
H: 0.565 2.515 4.308
H: -1.049 1.235 3.645
H: -1.322 0.121 2.279
H: -0.818 1.762 1.944
H: 0.275 -0.315 4.604
H: 1.791 -0.839 3.875
H: -0.915 -2.024 3.795
H: 0.670 -2.752 3.737
H: -0.937 -6.939 -0.385
N: -5.003 0.241 1.196
C: -3.856 -0.424 1.409
N: -3.094 -0.369 0.349
C: -3.833 0.384 -0.517
N: -5.006 0.771 -0.045
C: -3.361 0.765 -1.857
C: -4.195 1.405 -2.765
N: -3.753 1.797 -3.955
C: -2.470 1.563 -4.214
C: -1.636 0.897 -3.320
N: -2.090 0.487 -2.146
H: -5.758 0.428 1.828
H: -3.623 -0.930 2.331
H: -5.227 1.610 -2.513
H: -2.078 1.907 -5.163
H: -0.593 0.717 -3.539
N: -1.568 -2.432 -3.696
C: -0.207 -2.550 -3.798
N: 0.621 -1.824 -3.124
C: 1.923 -2.112 -3.473
C: 2.075 -3.080 -4.415
S: 0.526 -3.657 -4.917
C: 2.999 -1.373 -2.800
C: 4.335 -1.577 -2.957
S: 5.205 -0.449 -1.972
C: 3.680 0.214 -1.433
N: 2.634 -0.387 -1.927
N: 3.584 1.230 -0.571
H: -1.832 -1.894 -2.879
H: -2.064 -3.308 -3.750
H: 2.985 -3.479 -4.824
H: 4.838 -2.316 -3.553
H: 4.398 1.650 -0.161
H: 2.705 1.754 -0.562
S: -0.547 5.390 -1.648
C: -0.414 3.769 -1.205
S: 0.897 2.785 -1.787
S: -1.557 3.041 -0.117
C: 6.412 3.832 4.731
C: 5.852 2.417 4.814
N: 6.251 1.569 3.708
C: 7.592 1.017 3.753
C: 7.664 -0.258 4.585
C: 5.440 1.200 2.664
O: 5.847 0.422 1.809
C: 4.057 1.766 2.625
C: 3.837 3.119 2.343
C: 2.576 3.382 1.759
C: 1.561 2.492 1.828
N: 1.673 1.440 2.875
C: 3.021 0.869 2.675
H: 6.049 4.431 5.567
H: 6.098 4.314 3.810
H: 7.502 3.838 4.764
H: 4.765 2.447 4.851
H: 6.196 1.943 5.741
H: 8.266 1.779 4.154
H: 7.898 0.805 2.730
H: 7.369 -0.081 5.620
H: 8.678 -0.661 4.589
H: 6.998 -1.010 4.164
H: 4.648 3.826 2.275
H: 2.423 4.228 1.098
H: 0.665 2.509 1.233
H: 3.070 -0.189 2.508

Results of the Mulliken charge analysis, in e, for atoms 1 through 2: 1.132, -1.484